# 1
88
Properties=species:S:1:pos:R:3:forces:R:3 method="wB97M-V/def2-TZVPD" e_homo_ha="-0.131 / -0.131" gap_ev="5.26 / 5.26" multiplicity=1 lumo_ev="1.70 / 1.70" charge=-1 de_lowest_kcal_mol=9.73
Pt -0.354 -0.052 0.428 -0.281 1.737 -0.875
C -2.842 3.548 1.324 -0.050 -0.062 0.057
C -1.825 2.457 1.561 -0.782 -0.286 -0.507
N -1.974 1.320 0.949 0.478 -0.575 0.535
N -3.127 1.117 0.253 -0.906 0.073 -0.058
C -3.138 0.237 -0.680 0.338 0.312 0.019
S -1.791 -0.631 -1.342 0.741 -0.020 0.912
S -4.749 -0.055 -1.390 -0.208 -0.174 -0.041
C -5.534 -0.980 0.009 0.310 0.242 -0.339
C -5.242 -2.446 -0.063 -0.034 -0.038 -0.060
C -4.066 -2.972 0.462 -0.017 0.015 0.051
C -3.758 -4.312 0.283 -0.025 0.003 0.012
C -4.626 -5.145 -0.406 0.039 -0.074 -0.006
C -5.814 -4.636 -0.910 -0.015 -0.016 -0.022
C -6.115 -3.294 -0.741 0.020 0.043 0.047
C -0.735 2.689 2.491 0.570 -0.005 0.266
C -0.670 3.946 3.127 -0.033 -0.102 -0.087
C 0.247 4.249 4.105 0.046 0.164 0.110
C 1.150 3.267 4.513 -0.096 -0.016 -0.068
C 1.145 2.040 3.899 -0.009 -0.091 0.056
C 0.253 1.712 2.845 -0.254 0.261 -0.046
O 0.390 0.535 2.315 0.252 -0.560 -0.510
H -3.660 3.147 0.736 0.002 0.066 0.003
H -2.399 4.384 0.777 0.072 0.002 0.046
H -3.238 3.924 2.268 0.025 0.030 -0.006
H -6.600 -0.784 -0.101 -0.024 0.009 0.062
H -5.169 -0.507 0.919 -0.050 -0.029 0.043
H -3.384 -2.327 1.003 0.047 0.048 -0.054
H -2.832 -4.708 0.673 0.089 -0.005 0.065
H -4.372 -6.187 -0.553 -0.026 0.000 0.013
H -6.500 -5.283 -1.443 -0.004 0.010 0.000
H -7.036 -2.889 -1.147 0.006 -0.011 -0.023
H -1.382 4.709 2.846 0.021 -0.006 -0.017
H 0.253 5.231 4.559 -0.004 -0.010 -0.004
H 1.854 3.469 5.312 0.029 -0.004 -0.018
H 1.836 1.267 4.207 0.028 -0.007 -0.055
N -0.091 -7.477 2.591 0.003 -0.015 0.014
C -0.036 -6.377 2.264 -0.052 -0.578 0.188
C 0.029 -5.020 1.851 0.060 1.321 -0.470
C -0.257 -3.969 2.728 0.000 -0.646 0.126
C -0.169 -2.672 2.269 0.111 0.333 -0.160
N 0.164 -2.351 1.014 -0.223 -1.068 0.709
C 0.425 -3.355 0.177 -0.098 0.526 -0.071
C 0.378 -4.683 0.540 -0.031 -0.615 0.234
H -0.544 -4.179 3.749 0.009 0.053 0.014
H -0.364 -1.831 2.925 0.020 0.013 0.005
H 0.678 -3.062 -0.834 -0.005 -0.021 -0.046
H 0.603 -5.460 -0.179 0.019 0.036 -0.018
C 1.558 -2.011 -3.252 -0.138 0.085 0.259
Si 2.680 -1.005 -2.083 0.227 0.170 -0.228
C 3.539 -2.221 -0.888 -0.214 0.115 0.045
C 4.046 -0.326 -3.229 -0.072 -0.058 0.103
Si 1.495 0.673 -0.897 -0.249 -0.346 -0.049
Si 0.652 2.212 -2.501 0.267 0.247 -0.199
C -0.329 1.463 -3.944 0.104 -0.142 0.179
C -0.473 3.532 -1.727 0.063 -0.233 0.161
C 2.111 3.149 -3.294 -0.113 -0.025 0.062
Si 3.128 1.796 0.413 0.427 0.228 -0.161
C 4.745 2.104 -0.557 -0.143 -0.095 -0.034
C 2.601 3.551 0.923 -0.204 -0.255 -0.010
C 3.653 0.781 1.927 -0.255 -0.092 -0.077
H 1.933 -3.026 -3.414 0.076 0.008 0.016
H 1.486 -1.525 -4.227 0.016 0.055 0.009
H 0.540 -2.086 -2.861 -0.025 -0.016 -0.040
H 3.664 -3.215 -1.324 0.015 0.023 -0.087
H 2.952 -2.333 0.027 0.041 0.012 0.028
H 4.527 -1.858 -0.595 0.000 0.068 -0.017
H 4.563 -1.129 -3.762 -0.041 -0.062 0.021
H 4.795 0.242 -2.676 -0.026 -0.002 -0.004
H 3.617 0.343 -3.978 -0.026 -0.010 -0.005
H -1.170 0.878 -3.571 -0.011 -0.006 -0.004
H 0.291 0.796 -4.548 0.032 0.007 0.012
H -0.727 2.240 -4.603 0.083 0.101 0.041
H -1.380 3.066 -1.334 0.003 -0.021 0.020
H -0.774 4.289 -2.456 0.060 -0.037 -0.091
H 0.025 4.040 -0.897 0.007 -0.023 0.016
H 2.769 2.461 -3.831 0.014 -0.009 0.021
H 2.712 3.648 -2.530 -0.005 0.010 0.003
H 1.775 3.910 -4.005 -0.062 -0.004 0.004
H 4.543 2.592 -1.514 0.019 -0.012 -0.002
H 5.278 1.173 -0.767 -0.021 -0.009 0.026
H 5.426 2.749 0.007 -0.054 0.016 0.083
H 2.734 4.241 0.086 -0.004 -0.039 -0.048
H 3.198 3.920 1.761 0.059 -0.054 0.005
H 1.553 3.591 1.226 -0.005 0.034 0.037
H 4.401 0.029 1.660 0.010 0.034 -0.098
H 2.785 0.257 2.329 -0.002 -0.003 0.034
H 4.068 1.407 2.721 0.036 0.076 -0.051

***

# 2
84
Properties=species:S:1:pos:R:3:forces:R:3 method="wB97M-V/def2-TZVPD" e_homo_ha=-0.097 gap_ev=4.12 multiplicity=1 lumo_ev=1.49 charge=-1
C -0.154 8.171 -3.266 -0.401 0.700 -0.379
C -0.446 8.528 -4.743 0.342 -0.918 0.458
C -0.348 7.313 -5.692 -0.464 0.732 -0.062
C -1.720 6.698 -6.054 0.458 -0.055 0.088
C -1.801 5.172 -5.883 -0.483 -0.033 -0.003
C -2.738 4.721 -4.740 0.529 0.227 0.425
C -1.960 4.041 -3.604 -0.122 -0.496 -0.533
C -1.676 2.563 -3.940 -0.277 0.105 0.216
C -2.653 1.585 -3.286 0.232 0.223 0.196
C -2.577 1.573 -1.744 0.077 -0.422 -0.421
C -1.818 0.352 -1.172 -0.195 0.282 0.167
C -2.621 -0.481 -0.151 0.139 0.459 -0.140
C -2.221 -0.251 1.321 -0.045 -0.790 -0.453
C -2.012 -1.552 2.103 -0.023 0.863 0.059
C -1.954 -1.272 3.604 -0.127 -0.850 -0.064
C -1.225 -2.430 4.319 0.082 0.685 -0.133
C 0.232 -2.121 4.537 0.383 -0.333 -0.057
C 0.621 -0.876 5.058 0.470 -0.575 -0.116
C 1.961 -0.560 5.262 -0.472 0.062 -0.089
C 2.976 -1.450 4.927 -0.247 -0.089 0.093
C 2.623 -2.676 4.383 -0.646 0.287 0.095
C 1.266 -3.016 4.211 0.095 0.464 0.131
C 1.021 -4.371 3.652 0.462 0.454 -0.133
O 0.194 -5.141 4.046 -0.752 -0.495 0.134
C 1.961 -4.743 2.550 0.304 0.024 -0.105
C 1.495 -5.413 1.427 0.441 0.203 0.289
C 2.393 -5.726 0.415 -0.080 0.142 0.367
C 3.735 -5.390 0.557 -0.276 0.127 0.030
C 4.221 -4.722 1.688 -0.212 -0.147 -0.344
P 5.984 -4.262 1.863 0.566 0.310 1.141
P 6.957 -6.002 0.997 -1.191 -0.725 -0.490
O 6.144 -7.216 1.184 0.044 0.012 0.136
O 8.387 -6.172 1.668 0.244 0.319 -0.337
O 7.268 -5.731 -0.564 0.467 0.314 0.246
C 3.310 -4.390 2.700 -0.196 -0.267 -0.513
C 3.657 -3.644 3.955 -0.524 0.056 -0.400
O 4.683 -3.815 4.549 0.906 -0.039 0.423
H -1.087 8.093 -2.714 -0.049 -0.361 0.148
H 0.420 7.257 -3.170 0.110 -0.119 0.101
H 0.382 8.995 -2.802 0.206 -0.059 0.174
H 0.267 9.280 -5.065 -0.076 0.252 -0.068
H -1.460 8.915 -4.784 0.001 0.436 -0.255
H 0.108 7.681 -6.608 0.230 -0.232 -0.152
H 0.319 6.574 -5.255 0.076 -0.142 -0.034
H -1.947 7.000 -7.074 -0.140 -0.115 -0.143
H -2.480 7.170 -5.436 -0.159 -0.002 0.106
H -2.116 4.685 -6.804 -0.011 0.093 -0.192
H -0.801 4.795 -5.681 0.154 -0.133 -0.016
H -3.252 5.582 -4.316 -0.118 0.164 -0.138
H -3.509 4.052 -5.115 -0.115 -0.146 0.022
H -1.004 4.542 -3.463 0.017 0.323 0.085
H -2.512 4.122 -2.672 -0.033 -0.048 0.151
H -1.748 2.427 -5.021 0.208 0.044 -0.138
H -0.661 2.299 -3.645 0.083 -0.104 0.034
H -2.415 0.596 -3.672 -0.139 -0.220 0.023
H -3.677 1.798 -3.597 -0.039 0.165 -0.149
H -2.091 2.479 -1.391 -0.037 0.200 0.005
H -3.596 1.601 -1.366 -0.048 -0.067 0.246
H -1.491 -0.289 -1.988 0.002 -0.056 -0.177
H -0.911 0.732 -0.705 0.179 -0.193 0.106
H -3.665 -0.200 -0.277 -0.212 -0.210 0.006
H -2.553 -1.533 -0.416 0.097 -0.175 0.138
H -3.010 0.303 1.824 0.108 0.339 0.120
H -1.282 0.300 1.329 -0.046 0.331 0.263
H -1.081 -2.023 1.772 -0.015 -0.160 -0.187
H -2.858 -2.207 1.900 0.079 -0.326 0.045
H -2.978 -1.294 3.975 -0.091 0.151 0.266
H -1.473 -0.312 3.782 -0.026 0.148 0.031
H -1.698 -2.666 5.270 -0.251 0.096 0.084
H -1.370 -3.303 3.694 0.118 -0.340 0.144
H -0.159 -0.172 5.295 0.036 0.176 0.136
H 2.193 0.416 5.664 0.163 0.036 0.062
H 4.013 -1.196 5.078 0.112 -0.034 -0.004
H 0.441 -5.640 1.371 -0.071 -0.144 -0.078
H 2.019 -6.225 -0.465 0.188 -0.070 -0.177
H 4.418 -5.657 -0.233 0.039 -0.071 -0.099
H 6.216 -3.278 0.878 -0.227 -0.304 -0.419
H 8.548 -7.127 1.662 0.167 -0.003 0.225
H 6.556 -5.207 -0.946 0.017 0.012 -0.170
C -4.040 -4.102 5.011 0.013 -0.557 0.013
O -4.146 -2.765 4.992 0.031 0.161 -0.036
H -3.318 -4.533 5.762 0.017 0.154 0.033
H -4.986 -4.670 5.236 -0.041 0.138 -0.005
H -3.692 -4.591 4.052 -0.010 0.156 -0.053

***

no.,energy (Eh),largest force on an atom (eV Å⁻¹)
1,-3576.35939,1.965
2,-2342.43164,1.478